# C26H32IrN2OP2

A structure of composition C26H32IrN2OP2 at a distorted geometry (ωB97M-V with the def2-TZVPD basis set, the Open Molecules 2025 dataset).

Positions of all 64 atoms, in Å:
C 1.298 -4.040 0.575
C 1.591 -2.676 0.453
C 1.118 -1.973 -0.704
C -0.016 -2.523 -1.376
C -0.330 -3.888 -1.246
C 0.409 -4.656 -0.335
C -0.906 -1.501 -1.994
C -0.108 -0.502 -2.758
C 1.032 -0.028 -2.041
C 1.476 1.304 -2.334
C 1.180 1.849 -3.584
C 0.275 1.191 -4.440
C -0.434 0.063 -4.004
H 1.739 -4.621 1.385
H -1.123 -4.314 -1.879
H 0.231 -5.735 -0.273
H -1.787 -1.902 -2.511
H 1.639 2.793 -3.890
H 0.086 1.592 -5.443
H -1.218 -0.409 -4.617
N 1.652 -0.745 -1.033
Ir -0.307 0.719 1.068
C 2.292 -1.840 1.486
H 3.024 -1.212 0.969
H 2.792 -2.470 2.237
C 2.280 1.980 -1.264
H 3.103 1.311 -0.990
H 2.693 2.940 -1.614
P 1.109 -0.565 2.299
P 1.307 2.172 0.371
C 0.498 3.790 0.068
H -0.203 3.988 0.893
H 1.252 4.590 0.033
H -0.042 3.746 -0.886
C 2.670 2.661 1.503
H 3.049 3.656 1.228
H 2.290 2.710 2.531
H 3.496 1.937 1.444
C 0.136 -1.717 3.348
H 0.819 -2.217 4.049
H -0.621 -1.154 3.914
H -0.350 -2.465 2.707
C 2.166 0.240 3.567
H 1.610 1.074 4.020
H 2.406 -0.485 4.359
H 3.100 0.610 3.125
C -0.989 1.735 2.432
O -1.472 2.359 3.288
H -1.205 -0.900 -1.047
C -2.031 2.167 -1.606
C -2.734 1.102 -0.887
C -3.993 0.524 -1.192
C -4.205 -0.511 -0.272
C -3.096 -0.534 0.606
C -2.837 -1.478 1.692
N -2.221 0.457 0.221
H -2.114 3.117 -1.072
H -2.477 2.306 -2.595
H -0.968 1.925 -1.760
H -4.649 0.880 -1.984
H -5.038 -1.203 -0.178
H -3.784 -1.931 2.009
H -2.185 -2.305 1.369
H -2.381 -0.990 2.557

Forces on atoms 1 to 3 (eV/Å):
C -0.3 0.5 -0.3
C 0.0 0.0 -0.5
C -0.4 0.2 0.1

E_tot, hartree: -1981.4947
HOMO level (alpha / beta), eV: -9.618 / -11.194
Frontier orbital gap (alpha / beta), Ha: 0.286 / 0.220
2S+1: 5
Total charge: +1
⟨S²⟩: 6.09